No. 1
Molecular formula: C31H27BrCdI2NO7PS2
Method: DFT, ωB97M-V/def2-TZVPD

## Properties
**DFT total energy**: -170178.578 eV
**Energy above the lowest of the compared OMol25 structures with the same formula, charge and spin**: 0.252 eV
**Spin multiplicity**: 1
**HOMO**: -9.134 eV
**Frontier orbital gap**: 9.05 eV

Last column: Löwdin charge in e.
Element x y z (Å)
Cd: 0.0108 0.6281 0.0394  1.299
C: 1.8779 -3.3710 4.0238  -0.037
C: 2.0596 -2.8214 2.6380  -0.239
C: 3.2073 -3.0428 1.8882  -0.010
C: 3.3250 -2.4975 0.6217  -0.091
C: 2.2692 -1.7363 0.1571  -0.748
Br: 2.3822 -0.9344 -1.5515  0.800
N: 1.1622 -1.5053 0.8398  -0.027
C: 1.0703 -2.0424 2.0561  -0.135
H: 2.7422 -3.9592 4.3278  0.077
H: 0.9962 -4.0110 4.0784  0.085
H: 1.7478 -2.5637 4.7455  0.089
H: 4.0162 -3.6366 2.2963  0.120
H: 4.2066 -2.6424 0.0161  0.104
H: 0.1588 -1.8261 2.5993  0.047
I: -1.7901 0.3757 2.4308  1.049
C: -3.1305 -1.2704 2.2708  -1.135
I: -2.5871 -2.8177 0.9204  0.774
H: -4.0953 -0.8955 1.9507  -0.061
H: -3.2128 -1.7268 3.2496  -0.045
O: -0.5421 4.1662 -1.9839  -0.304
S: -0.0198 3.3346 -0.9322  0.460
O: -1.0594 2.6916 -0.1060  -0.437
O: 0.9118 2.2795 -1.3865  -0.434
C: 0.9672 4.3876 0.1308  -0.218
C: 1.1855 5.6604 -0.3758  -0.059
C: 2.0151 6.5614 0.2768  -0.067
C: 2.6442 6.1822 1.4454  -0.064
C: 2.4210 4.9155 1.9683  -0.056
C: 1.5834 4.0073 1.3366  -0.205
S: 1.3386 2.4748 2.2627  0.448
O: -0.0691 2.4645 2.6389  -0.537
O: 2.2776 2.5247 3.3495  -0.304
O: 1.6451 1.3445 1.3431  -0.459
H: 0.6986 5.9329 -1.3006  0.106
H: 2.1673 7.5485 -0.1395  0.106
H: 3.3048 6.8651 1.9634  0.107
H: 2.8934 4.6121 2.8906  0.106
O: -1.0831 -0.4471 -1.5356  -0.484
P: -2.2212 -0.0471 -2.4458  0.804
C: -3.1308 -1.5317 -2.9049  -0.286
C: -4.4900 -1.5130 -3.2014  -0.082
C: -5.1343 -2.6848 -3.5726  -0.071
C: -4.4227 -3.8730 -3.6476  -0.075
C: -3.0653 -3.8945 -3.3528  -0.074
C: -2.4185 -2.7271 -2.9815  -0.092
C: -3.3824 1.0799 -1.6786  -0.284
C: -3.3752 2.4394 -1.9702  -0.073
C: -4.1953 3.3009 -1.2560  -0.054
C: -5.0143 2.8090 -0.2529  -0.060
C: -5.0204 1.4507 0.0460  -0.079
C: -4.2031 0.5876 -0.6610  -0.112
C: -1.6411 0.7128 -3.9642  -0.273
C: -0.3069 1.0841 -4.0763  -0.063
C: 0.1434 1.6872 -5.2431  -0.055
C: -0.7331 1.9103 -6.2921  -0.072
C: -2.0681 1.5344 -6.1837  -0.074
C: -2.5227 0.9370 -5.0223  -0.074
H: -5.0505 -0.5890 -3.1243  0.109
H: -6.1931 -2.6701 -3.7954  0.106
H: -4.9274 -4.7868 -3.9335  0.105
H: -2.5125 -4.8232 -3.4093  0.107
H: -1.3639 -2.7347 -2.7339  0.109
H: -2.7029 2.8379 -2.7188  0.103
H: -4.1701 4.3607 -1.4706  0.115
H: -5.6445 3.4858 0.3093  0.108
H: -5.6599 1.0712 0.8329  0.105
H: -4.2009 -0.4743 -0.4333  0.071
H: 0.3660 0.9340 -3.2438  0.061
H: 1.1781 1.9930 -5.3216  0.112
H: -0.3803 2.3829 -7.1997  0.105
H: -2.7512 1.7105 -7.0041  0.105
H: -3.5635 0.6457 -4.9382  0.107

=====

No. 2
Molecular formula: C31H27BrO20S
Method: DFT, ωB97M-V/def2-TZVPD

## Properties
**DFT total energy**: -154410.120 eV
**Energy above the lowest of the compared OMol25 structures with the same formula, charge and spin**: 0.000 eV
**Spin multiplicity**: 1
**HOMO**: -9.031 eV
**Frontier orbital gap**: 7.43 eV
**SMILES**: CCSC[C@@](O)(CC(=O)Br)OC=O.O=C1C=C(O)C(=O)C=C1O.O=C1C=C(O)C(=O)C=C1O.O=C1C=C(O)C(=O)C=C1O.O=C1C=C(O)C(=O)C=C1O

Last column: Löwdin charge in e.
Element x y z (Å)
C: -6.0032 2.7039 -0.8944  -0.131
C: -4.6761 2.9307 -0.1657  -0.520
S: -4.0928 1.5752 0.8856  0.915
C: -4.6169 0.0433 0.1406  -0.383
C: -3.6358 -0.5620 -0.9152  -0.590
O: -2.8342 0.3833 -1.5035  -0.027
C: -2.7500 -1.6015 -0.2274  -0.087
C: -1.4526 -1.8759 -0.9238  -0.748
O: -1.2237 -2.8694 -1.5496  0.044
Br: -0.0398 -0.5370 -0.7436  0.793
O: -4.4541 -1.2046 -1.8894  0.018
C: -3.9260 -1.1890 -3.1609  -0.283
O: -4.3737 -0.4892 -4.0250  0.123
H: -6.5446 1.8447 -0.5470  0.052
H: -5.8544 2.6682 -1.9568  0.070
H: -6.6382 3.5559 -0.7231  0.067
H: -3.9137 3.2445 -0.8563  0.059
H: -4.8043 3.7538 0.5111  0.054
H: -4.6810 -0.6388 0.9672  0.074
H: -5.6030 0.0744 -0.2969  0.079
H: -3.3890 1.0510 -1.9158  0.113
H: -3.3058 -2.5196 -0.2522  0.139
H: -2.5842 -1.3609 0.8072  0.114
H: -3.1336 -1.9163 -3.3425  0.148
C: -1.2161 2.0419 5.9817  0.082
C: -2.0150 1.1774 5.3435  -0.233
C: -1.6966 0.6738 3.9645  -0.315
O: -2.4626 -0.1227 3.4576  0.080
C: -0.4989 1.1663 3.3059  0.081
C: 0.2976 2.0334 3.9432  -0.231
C: -0.0086 2.5177 5.3316  -0.298
O: 0.7748 3.2937 5.8491  0.090
O: 1.4050 2.5262 3.4064  0.123
O: -3.1328 0.7017 5.8717  0.123
H: -1.4299 2.4052 6.9768  0.136
H: -0.2903 0.8095 2.3061  0.112
H: 1.7895 3.1218 4.0755  0.120
H: -3.5123 0.1015 5.2038  0.119
C: 2.7042 -1.8151 -3.3747  0.077
C: 3.1751 -2.5218 -4.4099  -0.232
C: 4.5070 -2.2253 -5.0341  -0.307
O: 4.8526 -2.9279 -5.9640  0.103
C: 5.2936 -1.1250 -4.5028  0.078
C: 4.8240 -0.4163 -3.4683  -0.237
C: 3.4982 -0.7252 -2.8301  -0.312
O: 3.1513 -0.0436 -1.8855  0.073
O: 5.4813 0.6008 -2.9306  0.119
O: 2.5162 -3.5319 -4.9627  0.120
H: 1.7472 -2.0207 -2.9151  0.109
H: 6.2450 -0.9128 -4.9694  0.135
H: 4.9204 0.9277 -2.2027  0.119
H: 3.0924 -3.8739 -5.6742  0.100
C: 1.2985 -2.8751 -9.8844  0.076
C: 2.3953 -3.2313 -9.2029  -0.238
C: 2.5626 -4.6112 -8.6351  -0.315
O: 3.6013 -4.8487 -8.0499  0.103
C: 1.4836 -5.5688 -8.8098  0.077
C: 0.3853 -5.2116 -9.4878  -0.239
C: 0.2287 -3.8394 -10.0820  -0.316
O: -0.7924 -3.6017 -10.6971  0.109
O: -0.6372 -6.0293 -9.6894  0.119
O: 3.4062 -2.4065 -8.9709  0.119
H: 1.1677 -1.8858 -10.2988  0.136
H: 1.6084 -6.5534 -8.3821  0.136
H: -1.2895 -5.5218 -10.2074  0.120
H: 4.0605 -2.9120 -8.4484  0.107
C: 2.4740 3.7150 11.6899  0.074
C: 1.6353 2.7645 11.2601  -0.240
C: 1.3283 2.5785 9.8011  -0.309
O: 0.5651 1.6817 9.4916  0.102
C: 1.9488 3.4761 8.8435  0.079
C: 2.7849 4.4297 9.2736  -0.233
C: 3.1111 4.6032 10.7295  -0.316
O: 3.8929 5.4815 11.0386  0.108
O: 3.3865 5.2860 8.4585  0.120
O: 1.0177 1.9211 12.0766  0.116
H: 2.7040 3.8566 12.7362  0.135
H: 1.7052 3.3388 7.7992  0.103
H: 3.9328 5.8592 9.0271  0.118
H: 0.4798 1.3413 11.5062  0.118

=====

No. 3
Molecular formula: C31H27BrO20S
Method: DFT, ωB97M-V/def2-TZVPD

## Properties
**DFT total energy**: -154409.402 eV
**Energy above the lowest of the compared OMol25 structures with the same formula, charge and spin**: 0.717 eV
**Spin multiplicity**: 1
**HOMO**: -8.962 eV
**Frontier orbital gap**: 7.34 eV
**SMILES**: CCSC[C@@](O)(CC(=O)Br)OC=O.O=C1C=C(O)C(=O)C=C1O.O=C1C=C(O)C(=O)C=C1O.O=C1C=C(O)C(=O)C=C1O.O=C1C=C(O)C(=O)C=C1O

Last column: Löwdin charge in e.
Element x y z (Å)
C: 4.8399 3.7492 2.8994  -0.146
C: 4.6477 2.4698 2.0115  -0.526
S: 3.4385 1.2433 2.6385  0.877
C: 2.1281 2.0613 3.5922  -0.377
C: 0.8732 2.5415 2.7354  -0.549
O: 1.2853 2.6798 1.4055  -0.053
C: -0.2312 1.4333 2.8948  -0.059
C: -1.2246 1.3835 1.7088  -0.762
O: -2.3177 1.7688 1.8089  0.057
Br: -0.6705 0.6177 -0.0279  0.742
O: 0.3690 3.7750 3.2898  0.005
C: -0.1534 4.6035 2.2955  -0.306
O: 0.4434 5.5315 1.9089  0.146
H: 4.3853 3.6897 3.9023  0.055
H: 4.5307 4.6562 2.3355  0.076
H: 5.9344 3.8821 3.0619  0.072
H: 4.4637 2.7514 0.9498  0.070
H: 5.6275 1.9440 1.9953  0.064
H: 1.7569 1.2943 4.3072  0.084
H: 2.4625 2.9160 4.2129  0.084
H: 1.9993 3.3360 1.3475  0.111
H: -0.8124 1.7222 3.7976  0.145
H: 0.1951 0.4345 3.1285  0.120
H: -1.1747 4.3751 1.9187  0.159
C: 4.0310 -4.6678 2.1120  0.083
C: 3.4350 -3.7773 2.9119  -0.227
C: 2.5104 -2.7333 2.3689  -0.313
O: 1.9765 -1.9561 3.1381  0.084
C: 2.2923 -2.6907 0.9263  0.083
C: 2.8912 -3.5792 0.1265  -0.226
C: 3.7941 -4.6398 0.6728  -0.296
O: 4.3026 -5.4385 -0.0948  0.091
O: 2.7136 -3.5656 -1.2021  0.113
O: 3.6333 -3.7745 4.2368  0.112
H: 4.6988 -5.4287 2.4918  0.136
H: 1.6357 -1.9200 0.5447  0.120
H: 3.2503 -4.3047 -1.5473  0.120
H: 3.0916 -3.0390 4.5820  0.119
C: -3.7272 1.6213 -2.4275  0.078
C: -4.8271 2.2958 -2.7790  -0.226
C: -5.3693 2.2389 -4.1713  -0.308
O: -6.3839 2.8583 -4.4315  0.105
C: -4.6478 1.4419 -5.1594  0.078
C: -3.5461 0.7696 -4.8099  -0.232
C: -3.0184 0.8050 -3.4095  -0.311
O: -2.0222 0.1616 -3.1364  0.075
O: -2.8594 0.0310 -5.6925  0.108
O: -5.5023 3.0564 -1.9048  0.110
H: -3.3263 1.6525 -1.4232  0.109
H: -5.0405 1.4231 -6.1666  0.136
H: -2.1126 -0.3497 -5.1910  0.119
H: -6.2542 3.4300 -2.4067  0.104
C: -6.1008 8.1059 -3.1922  0.077
C: -6.6078 6.9526 -3.6416  -0.232
C: -7.7019 6.2411 -2.9108  -0.316
O: -8.1397 5.2048 -3.3744  0.107
C: -8.1916 6.8258 -1.6656  0.077
C: -7.6824 7.9771 -1.2142  -0.233
C: -6.6067 8.7037 -1.9597  -0.315
O: -6.1888 9.7575 -1.5172  0.111
O: -8.1080 8.5387 -0.0746  0.109
O: -6.1646 6.3748 -4.7668  0.109
H: -5.3116 8.6308 -3.7123  0.137
H: -8.9701 6.2926 -1.1379  0.137
H: -7.5857 9.3580 0.0254  0.120
H: -6.6914 5.5565 -4.8700  0.110
C: 5.4770 -11.3131 0.7212  0.075
C: 4.8507 -10.5876 1.6532  -0.234
C: 4.4356 -9.1728 1.3958  -0.308
O: 3.8507 -8.5587 2.2707  0.104
C: 4.7577 -8.5872 0.0990  0.080
C: 5.3874 -9.3113 -0.8325  -0.227
C: 5.7787 -10.7342 -0.5860  -0.315
O: 6.3339 -11.3586 -1.4711  0.109
O: 5.6996 -8.8013 -2.0329  0.110
O: 4.5617 -11.0887 2.8631  0.106
H: 5.7801 -12.3365 0.8938  0.136
H: 4.4674 -7.5586 -0.0666  0.102
H: 6.1447 -9.5232 -2.5168  0.118
H: 4.1107 -10.3685 3.3443  0.118

=====

- Which value of frontier orbital gap does entry 1 give?
  9.05 eV

=====

- Number 3 is which compound?
  C31H27BrO20S

=====

- What is the formula in the second record?
  C31H27BrO20S